1.
# C21H29N5O2

An isolated molecule of C21H29N5O2 (the ωB97M-V functional and the def2-TZVPD basis, the OMol25 dataset).

## Properties
HOMO level = -0.324 hartree
electronic energy = -33793.82690 eV
Kohn-Sham gap = 9.55 eV
SMILES = Cc1cnn(CCCNC(=O)C[C@@H]2CCN(Cc3ccc(C(N)=O)cc3)C2)c1
energy relative to the best compared isomer or geometry (same formula, charge and spin) = 39.7 kcal per mole

Cartesian coordinates (Å):
H -2.59 2.48 0.64
H 6.07 0.65 -2.78
H -2.10 0.24 -1.34
C -2.62 1.39 0.44
O -8.67 -1.16 2.84
N 2.10 1.85 -2.64
N 5.91 -1.35 -2.32
H 8.19 -3.82 -4.57
H 6.93 -1.26 -4.17
H -2.00 0.56 3.63
H 5.61 0.29 -1.11
C -4.53 -0.49 2.64
O 0.69 0.04 -2.60
C 3.97 0.17 -2.52
H 7.84 -5.04 -3.35
C -8.18 -0.27 3.52
C 3.50 1.60 -2.26
C 1.16 1.00 -2.02
H 0.77 2.39 -0.44
C -4.03 0.75 3.02
H 1.75 1.00 0.01
H -6.92 2.13 4.13
C 6.59 -1.88 -3.36
C 0.86 1.31 -0.57
N 5.58 -2.27 -1.41
C 5.44 0.01 -2.15
N -2.06 0.66 1.57
H -6.26 -1.76 2.50
H -3.66 1.11 0.27
H 2.02 1.66 -3.63
H 6.69 -4.74 -4.65
H -4.55 2.67 3.83
H -8.45 0.99 5.14
H -1.53 1.90 -1.38
N -8.90 0.41 4.45
C -5.87 -0.80 2.81
C 6.73 -3.22 -3.11
C -1.69 1.04 -0.73
H -0.24 -0.49 -0.22
C -6.74 0.13 3.37
C -4.91 1.68 3.56
H -3.85 -1.21 2.20
H 5.97 -4.32 -1.31
H 3.82 -0.09 -3.57
H 3.62 1.84 -1.20
H -9.85 0.11 4.61
C -6.25 1.37 3.74
C -2.57 1.08 2.85
H -2.42 2.16 3.01
H 4.12 2.31 -2.80
H -0.08 0.13 2.08
H 3.39 -0.54 -1.93
C -0.37 0.58 -0.05
C 7.40 -4.26 -3.97
C 6.08 -3.40 -1.88
H -0.32 1.85 1.71
C -0.62 0.82 1.43

Atomic partial charges in e from the Löwdin method, atoms 1 to 2: H 0.1233; H 0.1263

***

2.
# C8H12IrO2S2

A structure of composition C8H12IrO2S2 (the ωB97M-V functional and the def2-TZVPD basis, the OMol25 dataset).

## Properties
HOMO level = -0.132 hartree
electronic energy = -37097.55031 eV
net charge = -1
Kohn-Sham gap = 6.69 eV
energy relative to the best compared isomer or geometry (same formula, charge and spin) = 0.0 kcal per mole

Cartesian coordinates (Å):
C 1.52 -1.50 -2.31
H 0.45 3.98 1.81
C -0.16 3.11 2.06
C 0.04 2.02 1.04
C -0.97 1.47 0.36
H -0.30 -2.74 0.47
H -2.58 2.93 0.28
O 2.78 -2.26 0.49
S 1.71 1.53 0.80
Ir 1.46 -0.28 -0.71
H 0.83 -3.31 1.74
H 0.15 2.77 3.05
O 2.65 -1.77 -2.71
C 1.64 -1.85 0.39
H -0.15 -1.20 -3.59
H -0.42 -2.44 -2.39
S -0.70 0.21 -0.84
C 0.49 -2.45 1.16
C 0.33 -2.04 -3.08
C -2.42 1.87 0.51
H 0.07 -1.68 1.81
H 0.64 -2.78 -3.81
H -1.20 3.43 2.12
H -3.04 1.29 -0.18
H -2.79 1.68 1.52

Atomic partial charges in e from the Löwdin method, atoms 1 to 2: C -0.6309; H 0.0623

***

3.
# C6H7CsLiO6

A structure of composition C6H7CsLiO6 at a distorted geometry (the ωB97M-V functional and the def2-TZVPD basis, the OMol25 dataset).

## Properties
multiplicity = 2
<S²> = 0.784
HOMO level (alpha / beta) = -0.264 / -0.315 hartree
electronic energy = -19371.19939 eV
Kohn-Sham gap (alpha / beta) = 6.92 / 8.30 eV

Cartesian coordinates (Å):
C 2.25 -1.13 -0.31
O -3.51 0.07 0.84
C 1.79 -0.65 -1.68
H 2.36 -1.26 -2.41
Cs -1.39 0.89 -2.98
Li -0.79 -1.75 -0.94
O -2.38 -0.57 -1.01
C -1.43 1.84 1.21
O -0.19 -1.55 1.01
O 0.43 -0.75 -1.86
H 2.16 0.39 -1.81
C 0.49 -0.57 1.22
H 3.33 -1.02 -0.18
O -1.70 1.19 0.04
H 1.96 -2.17 -0.11
C -2.65 0.15 -0.01
H -2.30 2.35 1.63
H -0.31 0.94 2.76
C -0.24 1.55 1.86
H 0.49 2.36 1.99
O 1.66 -0.30 0.74

Atomic partial charges in e from the Löwdin method, atoms 1 to 2: C -0.1288; O 0.0801

***

4.
# CH4N2S3

An isolated molecule of CH4N2S3 at a distorted geometry (the ωB97M-V functional and the def2-TZVPD basis, the OMol25 dataset).

## Properties
HOMO level = -0.312 hartree
electronic energy = -36586.46906 eV
Kohn-Sham gap = 8.63 eV
SMILES = S=C(NS)NS
energy relative to the best compared isomer or geometry (same formula, charge and spin) = 14.1 kcal per mole

Cartesian coordinates (Å):
N -0.55 0.76 -0.85
H 0.90 -1.72 1.74
S -0.41 0.92 -2.56
S 0.64 -0.76 2.63
S 0.64 -1.57 -0.63
N 0.06 0.19 1.29
H 0.09 -0.32 -2.72
H -0.80 1.68 -0.48
H -0.64 0.98 1.60
C 0.06 -0.17 -0.02

Atomic partial charges in e from the Löwdin method, atoms 1 to 2: N -0.4454; H -0.2151